Record 1
96
Properties=species:S:1:pos:R:3:mulliken_spin:R:1 method="wB97M-V/def2-TZVPD" s2=2.030 spin_multiplicity=3 gap_ev="4.203 / 6.357"
Pd 0.083 0.414 0.203 0.651
O 5.222 3.519 -3.585 0.002
C 4.444 2.471 -4.132 -0.012
C 3.522 1.900 -3.095 0.041
C 2.670 0.827 -3.448 0.164
C 1.787 0.368 -2.502 -0.075
N 1.678 0.861 -1.268 0.211
C 2.536 1.864 -0.887 0.145
C 3.461 2.393 -1.824 0.067
C 2.426 2.348 0.444 0.145
C 3.367 3.242 1.012 0.069
C 3.198 3.745 2.272 0.050
C 4.243 4.629 2.896 -0.012
O 5.439 3.917 3.211 0.002
C 2.042 3.360 2.989 0.167
C 1.181 2.458 2.408 -0.115
N 1.346 1.925 1.196 0.245
H 5.755 3.906 -4.283 0.000
H 5.088 1.671 -4.519 0.001
H 3.834 2.834 -4.970 0.001
H 2.710 0.380 -4.434 0.025
H 1.133 -0.461 -2.739 -0.017
H 4.105 3.217 -1.559 0.017
H 4.254 3.510 0.453 0.016
H 3.839 5.109 3.794 0.002
H 4.549 5.413 2.203 0.003
H 5.191 3.078 3.611 0.000
H 1.834 3.762 3.973 0.018
H 0.299 2.161 2.954 0.001
C -2.033 -3.073 1.848 0.019
C -2.817 -2.281 0.786 -0.002
P -2.091 -2.151 -0.888 0.009
C -0.781 -3.394 -1.092 -0.004
C 0.560 -3.034 -0.959 0.026
C 1.547 -4.002 -1.072 0.003
C 1.204 -5.323 -1.323 0.000
C -0.129 -5.680 -1.474 0.000
C -1.120 -4.718 -1.359 0.002
C -3.330 -2.309 -2.105 -0.009
C -4.363 -1.324 -1.888 0.006
C -4.799 -0.446 -2.817 -0.007
C -4.241 -0.335 -4.186 0.005
C -3.282 -1.472 -4.600 -0.002
C -2.600 -2.152 -3.399 0.010
C -1.539 -2.154 2.965 0.019
P -0.520 -0.725 2.295 0.068
C -1.612 0.669 2.776 -0.001
C -1.922 1.551 1.738 -0.005
C -2.764 2.629 1.955 0.000
C -3.297 2.837 3.220 0.000
C -2.994 1.967 4.259 0.000
C -2.166 0.876 4.037 0.004
C 0.874 -0.820 3.473 -0.018
C 1.778 -1.849 3.196 0.016
C 2.894 -2.046 3.991 0.003
C 3.134 -1.196 5.064 0.004
C 2.249 -0.165 5.335 0.005
C 1.117 0.020 4.551 0.003
H -1.182 -3.583 1.397 -0.006
H -2.667 -3.850 2.278 0.001
H -2.972 -1.249 1.114 -0.001
H -3.802 -2.716 0.615 0.000
H 0.839 -2.005 -0.770 -0.019
H 2.589 -3.726 -0.964 0.000
H 1.975 -6.077 -1.415 0.000
H -0.395 -6.708 -1.681 0.000
H -2.166 -4.977 -1.483 0.000
H -4.836 -1.303 -0.909 0.000
H -5.600 0.241 -2.566 0.000
H -5.046 -0.175 -4.902 0.001
H -3.614 -2.118 -5.410 0.000
H -2.113 -3.085 -3.687 -0.001
H -0.938 -2.716 3.679 0.000
H -2.392 -1.732 3.496 0.000
H -1.417 1.371 0.755 -0.013
H -3.003 3.305 1.144 0.000
H -3.949 3.682 3.400 0.000
H -3.404 2.137 5.246 0.000
H -1.946 0.190 4.848 0.001
H 1.598 -2.489 2.337 0.002
H 3.578 -2.856 3.774 0.000
H 4.007 -1.337 5.688 0.000
H 2.432 0.509 6.163 0.000
H 0.431 0.821 4.792 0.004
N -1.468 -0.616 -1.039 0.000
C -1.559 -0.085 -2.259 0.005
C -1.508 -0.973 -3.438 -0.003
C -2.121 -0.454 -4.747 0.008
C -3.058 0.740 -4.512 0.001
C -2.613 1.704 -3.491 0.027
C -1.931 1.291 -2.407 0.005
H -0.521 -1.419 -3.544 0.009
H -1.461 -0.407 -5.612 -0.001
H -3.313 1.248 -5.441 -0.001
H -2.936 2.736 -3.563 0.000
H -1.713 1.961 -1.584 0.016


Record 2
152
Properties=species:S:1:pos:R:3:mulliken_charge:R:1 method="wB97M-V/def2-TZVPD" gap_ev=3.395 total_charge=+2
N 5.663 -1.945 -2.386 -0.089
H 5.364 -2.836 -2.804 0.545
H 6.678 -1.939 -2.306 0.426
H 5.208 -1.893 -1.471 0.228
H 5.375 -1.187 -3.037 0.258
Y -2.567 -4.261 2.625 1.421
O 2.769 2.007 0.048 -0.452
C 2.144 1.029 -0.219 0.393
O 0.848 0.857 -0.057 0.178
B 0.429 -0.492 -0.389 0.096
O 1.668 -1.157 -0.838 -0.593
C 2.689 -0.331 -0.710 0.245
O 3.839 -0.572 -0.939 -0.205
O -0.590 -0.500 -1.446 -0.452
C -1.665 -1.147 -1.033 0.497
O -2.629 -1.435 -1.655 -0.503
C -1.341 -1.656 0.384 0.283
O -0.190 -1.187 0.761 -0.790
O -2.064 -2.353 1.065 1.010
O -1.303 -4.939 0.580 -0.620
C -0.610 -4.980 -0.418 0.274
O 0.234 -4.085 -0.792 -0.116
B 0.810 -4.449 -2.118 1.460
O 0.127 -5.699 -2.482 -0.609
C -0.746 -6.013 -1.570 0.258
O -1.509 -6.929 -1.570 -0.586
O 2.273 -4.662 -2.071 -0.561
C 2.845 -3.894 -2.963 0.581
O 3.983 -3.955 -3.343 -0.778
C 1.768 -2.940 -3.540 0.633
O 0.595 -3.346 -3.059 -0.512
O 1.973 -2.039 -4.281 -0.561
C 4.163 2.670 -3.366 0.821
C 5.670 2.821 -3.327 -1.027
C 6.178 1.464 -2.937 0.102
O 5.197 0.575 -3.474 -0.603
C 3.999 1.233 -3.909 -0.042
H 3.605 3.406 -3.940 0.445
H 3.822 2.763 -2.329 -0.847
H 5.994 3.627 -2.667 0.396
H 6.031 3.094 -4.325 0.314
H 6.141 1.394 -1.839 -0.312
H 7.217 1.244 -3.182 0.439
H 3.063 0.753 -3.634 -0.253
H 4.117 1.300 -4.994 0.355
C -0.993 3.120 1.043 0.636
C -2.454 3.469 0.808 -1.163
C -3.067 2.042 0.769 -0.194
O -2.253 1.296 1.682 -0.081
C -1.155 2.098 2.147 0.421
H -0.341 3.960 1.278 0.515
H -0.609 2.683 0.123 -0.626
H -2.613 4.054 -0.098 0.413
H -2.909 4.035 1.622 0.330
H -2.946 1.615 -0.228 0.058
H -4.096 2.127 1.120 0.294
H -0.273 1.497 2.377 -1.087
H -1.430 2.553 3.107 0.664
C -7.256 0.083 -1.498 -0.592
C -8.326 -1.005 -1.322 -0.664
C -7.504 -2.245 -0.931 -0.468
O -6.158 -1.809 -0.677 -0.052
C -5.925 -0.676 -1.523 -0.018
H -7.271 0.791 -0.673 0.255
H -7.315 0.596 -2.459 0.375
H -8.931 -1.168 -2.210 0.317
H -8.993 -0.723 -0.509 0.251
H -7.409 -3.029 -1.689 0.328
H -7.830 -2.704 0.004 0.243
H -5.606 -1.046 -2.503 0.381
H -5.086 -0.101 -1.130 -0.251
C 2.862 5.375 -1.259 0.479
C 3.185 6.855 -0.980 -0.652
C 1.860 7.390 -0.436 -0.521
O 1.415 6.273 0.369 -0.496
C 1.625 5.091 -0.374 0.681
H 3.736 4.775 -1.010 -0.196
H 2.559 5.221 -2.294 0.073
H 3.424 7.301 -1.946 0.328
H 3.943 7.040 -0.225 0.302
H 1.072 7.549 -1.177 0.247
H 1.966 8.236 0.236 0.337
H 0.738 4.850 -0.977 0.044
H 1.751 4.246 0.301 -0.528
C 2.791 1.517 3.186 0.500
C 3.428 1.622 4.554 -0.808
C 2.817 0.461 5.347 -0.543
O 2.027 -0.280 4.422 -0.448
C 2.445 0.042 3.083 0.548
H 3.430 1.887 2.384 -0.012
H 1.864 2.097 3.127 -0.054
H 3.241 2.620 4.948 0.406
H 4.512 1.495 4.529 0.188
H 2.193 0.828 6.165 0.281
H 3.584 -0.185 5.781 0.328
H 1.683 -0.288 2.378 -0.623
H 3.366 -0.492 2.807 0.342
N -2.149 -2.528 4.226 -0.119
C -2.916 -2.263 5.307 -0.404
C -3.011 -1.043 5.961 -0.725
C -2.059 -0.074 5.647 -0.856
C -1.154 -0.348 4.632 -0.330
C -1.286 -1.524 3.926 -0.095
H -3.604 -3.017 5.678 0.372
H -3.678 -0.865 6.791 0.517
H -2.030 0.871 6.173 0.500
H -0.404 0.339 4.270 0.643
H -0.572 -1.682 3.125 0.656
N 0.442 0.526 -5.916 -0.544
C -0.072 0.459 -4.677 -0.590
C -0.040 1.524 -3.797 0.157
C 0.543 2.707 -4.227 -0.211
C 1.089 2.773 -5.485 -0.395
C 1.019 1.654 -6.319 -0.512
H -0.471 -0.516 -4.429 0.669
H -0.325 1.393 -2.764 0.109
H 0.647 3.557 -3.562 0.442
H 1.572 3.676 -5.839 0.428
H 1.470 1.642 -7.302 0.405
N -4.556 -2.756 2.523 0.978
C -4.467 -1.407 2.437 -0.172
C -5.520 -0.526 2.525 -1.258
C -6.796 -1.056 2.597 -0.244
C -6.968 -2.430 2.673 -0.897
C -5.830 -3.209 2.587 -0.537
H -3.494 -0.966 2.250 0.470
H -5.371 0.542 2.564 0.521
H -7.715 -0.483 2.657 0.490
H -7.958 -2.854 2.733 0.555
H -5.993 -4.283 2.569 0.301
N 8.294 2.344 2.176 -0.575
C 8.250 1.094 2.626 -0.277
C 7.246 0.194 2.284 -0.864
C 6.202 0.646 1.497 0.228
C 6.293 1.922 0.988 -0.198
C 7.342 2.758 1.327 -0.584
H 9.005 0.778 3.336 0.382
H 7.279 -0.820 2.662 0.395
H 5.375 0.004 1.220 0.587
H 5.525 2.234 0.287 0.439
H 7.471 3.709 0.830 0.390
N -4.026 -5.051 0.892 1.002
C -4.609 -6.270 0.942 -0.684
C -5.268 -6.887 -0.098 -0.855
C -5.264 -6.263 -1.327 -0.510
C -4.761 -4.968 -1.423 -0.819
C -4.156 -4.424 -0.310 -0.663
H -4.624 -6.847 1.865 0.385
H -5.659 -7.893 -0.053 0.456
H -5.720 -6.732 -2.189 0.505
H -4.818 -4.391 -2.333 0.622
H -3.747 -3.421 -0.346 0.675


no.,maximum force (eV/Å)
1,1.67
2,4.08